[1]
195
Properties=species:S:1:pos:R:3:mulliken_charge:R:1 method="wB97M-V/def2-TZVPD" e_lumo_ev=0.601 homo_ev=-9.29 e_above_lowest_kj_mol=78.6
C -4.447 -0.343 1.908 -0.774
C -3.891 1.037 1.615 1.255
C -4.258 1.176 0.176 -0.175
O -3.851 -0.091 -0.362 0.140
C -4.143 -1.075 0.608 0.624
H -5.495 -0.180 2.084 0.398
H -3.959 -0.782 2.779 -0.057
H -2.804 1.029 1.693 -1.337
H -4.299 1.869 2.169 0.748
H -3.698 1.938 -0.398 -0.747
H -5.318 1.360 0.081 0.344
H -3.245 -1.631 0.776 -1.248
H -4.949 -1.719 0.338 0.519
C 2.100 -3.729 -0.184 3.515
C 3.288 -4.618 0.068 -1.207
C 3.575 -5.133 -1.380 -0.244
O 2.288 -5.167 -2.034 -0.550
C 1.336 -4.444 -1.254 0.481
H 2.468 -2.766 -0.616 -1.236
H 1.518 -3.505 0.704 -1.333
H 3.014 -5.425 0.707 0.515
H 4.211 -4.203 0.500 0.334
H 4.072 -6.111 -1.453 0.416
H 4.177 -4.353 -1.867 -0.060
H 0.631 -5.170 -0.817 -0.009
H 0.799 -3.768 -1.917 -0.633
C 3.359 1.123 3.781 -0.307
C 2.727 2.455 3.529 1.063
C 2.263 2.827 4.880 -0.870
O 1.982 1.621 5.590 -0.503
C 2.402 0.537 4.823 0.599
H 4.368 1.170 4.222 0.412
H 3.399 0.433 2.917 -0.228
H 1.950 2.396 2.780 -0.893
H 3.427 3.174 3.125 0.497
H 1.352 3.451 4.852 0.221
H 3.018 3.348 5.481 0.343
H 1.583 0.086 4.258 -0.798
H 2.828 -0.235 5.455 0.531
C 1.191 -3.093 3.658 3.148
C 1.241 -3.990 4.869 -0.921
C 2.586 -3.617 5.472 -0.714
O 3.447 -3.120 4.407 -0.485
C 2.692 -3.108 3.200 0.765
H 0.894 -2.124 4.050 -1.227
H 0.493 -3.528 2.935 -1.435
H 1.252 -5.039 4.680 0.484
H 0.428 -3.731 5.544 0.353
H 2.919 -4.487 6.005 0.412
H 2.498 -2.823 6.212 0.260
H 2.970 -3.949 2.548 -0.072
H 2.916 -2.225 2.593 -0.571
C 5.588 1.354 -0.711 0.277
C 6.506 0.120 -0.817 -0.795
C 5.907 -0.892 0.215 -0.539
O 4.673 -0.344 0.577 0.187
C 4.857 1.070 0.588 0.027
H 4.965 1.500 -1.585 -0.544
H 6.218 2.260 -0.676 0.569
H 7.538 0.376 -0.627 0.257
H 6.334 -0.381 -1.770 0.266
H 6.606 -1.087 1.031 0.378
H 5.697 -1.881 -0.224 0.172
H 5.515 1.390 1.400 0.461
H 3.860 1.538 0.655 -0.449
C -3.248 -5.111 0.193 -0.730
C -3.100 -5.248 1.696 -0.817
C -1.601 -5.002 1.949 -0.370
O -1.193 -4.133 0.930 -0.056
C -2.110 -4.163 -0.181 1.459
H -4.239 -4.719 -0.042 0.355
H -3.275 -6.077 -0.370 0.351
H -3.371 -6.263 2.031 0.409
H -3.677 -4.505 2.217 0.235
H -1.108 -5.986 1.987 0.370
H -1.471 -4.521 2.899 0.106
H -1.665 -4.536 -1.092 0.148
H -2.404 -3.133 -0.383 -1.491
C -6.506 -0.811 -2.475 0.573
C -8.003 -0.773 -2.214 -0.781
C -8.154 0.502 -1.384 -0.354
O -7.117 1.336 -1.838 -0.439
C -6.261 0.681 -2.705 1.025
H -6.229 -1.516 -3.278 0.374
H -5.919 -1.116 -1.618 -0.677
H -8.376 -1.702 -1.748 0.375
H -8.474 -0.664 -3.200 0.315
H -7.938 0.216 -0.328 0.164
H -9.100 1.050 -1.427 0.333
H -5.207 0.864 -2.493 -1.152
H -6.494 0.982 -3.761 0.346
C 1.127 2.516 -3.850 1.004
C 2.605 2.673 -4.023 -0.459
C 3.028 3.328 -2.747 -0.038
O 1.942 4.248 -2.470 -0.511
C 0.764 3.439 -2.746 0.241
H 0.916 1.441 -3.740 -0.990
H 0.598 2.781 -4.792 0.388
H 2.920 3.284 -4.842 0.320
H 3.117 1.715 -4.017 -0.034
H 3.922 3.930 -2.811 0.662
H 3.116 2.576 -1.959 -0.418
H -0.091 4.089 -2.962 0.266
H 0.453 2.931 -1.850 -0.423
C 2.792 5.035 0.517 0.962
C 4.153 5.634 0.108 -0.468
C 4.081 6.973 0.819 -0.618
O 2.714 7.384 0.738 -0.495
C 1.894 6.256 0.198 -0.165
H 2.669 4.744 1.593 -0.220
H 2.567 4.132 -0.102 -0.565
H 4.139 5.812 -0.984 0.178
H 5.032 5.049 0.348 0.339
H 4.735 7.665 0.301 0.372
H 4.416 6.934 1.891 0.277
H 1.809 6.297 -0.902 0.220
H 0.906 6.271 0.746 0.098
C -1.698 -1.936 -5.491 -0.910
C -1.297 -1.976 -4.028 1.449
C -2.655 -2.075 -3.330 1.896
O -3.514 -2.743 -4.243 -0.578
C -2.906 -2.856 -5.540 -0.812
H -0.853 -2.344 -6.057 0.453
H -1.840 -0.938 -5.861 0.358
H -0.667 -1.153 -3.761 -0.700
H -0.760 -2.902 -3.901 0.095
H -3.056 -1.100 -3.047 -1.089
H -2.666 -2.773 -2.492 -0.825
H -3.645 -2.579 -6.304 0.362
H -2.689 -3.909 -5.727 0.297
C 2.292 -2.091 -3.359 2.234
C 2.360 -1.833 -4.886 -0.797
C 3.642 -1.051 -5.112 -0.656
O 4.063 -0.592 -3.790 -0.388
C 3.705 -1.647 -2.904 0.411
H 2.156 -3.156 -3.197 -0.189
H 1.466 -1.584 -2.863 -1.262
H 1.575 -1.246 -5.289 0.157
H 2.347 -2.759 -5.422 0.487
H 3.585 -0.193 -5.779 0.431
H 4.444 -1.737 -5.470 0.225
H 3.705 -1.282 -1.846 -0.691
H 4.390 -2.490 -3.078 0.048
C -0.429 -0.984 1.031 1.624
C 1.016 -0.506 1.145 1.107
C 1.208 0.335 -0.117 0.585
O 0.123 -0.022 -1.030 -0.405
C -0.597 -1.079 -0.484 1.727
H -1.125 -0.272 1.448 -0.327
H -0.515 -1.956 1.514 -0.248
H 1.646 -1.365 1.114 -1.013
H 1.138 0.034 2.080 -0.521
H 2.127 0.084 -0.581 -0.389
H 1.168 1.404 0.165 -0.743
H -0.199 -2.037 -0.861 -0.935
H -1.649 -0.958 -0.815 -0.951
C -2.897 2.878 -4.532 -0.911
C -2.361 1.486 -4.156 -0.625
C -2.103 1.599 -2.632 1.757
O -2.533 2.917 -2.234 -0.420
C -3.473 3.416 -3.215 -0.564
H -3.692 2.846 -5.281 0.422
H -2.133 3.611 -4.843 0.247
H -1.434 1.251 -4.635 0.291
H -3.123 0.769 -4.428 0.283
H -1.067 1.437 -2.388 -0.379
H -2.696 0.828 -2.172 -0.644
H -3.562 4.491 -3.149 0.477
H -4.443 3.119 -3.047 0.150
C -2.037 4.317 1.340 -0.713
C -2.216 4.247 2.836 -0.650
C -0.838 3.725 3.239 -0.818
O -0.498 2.764 2.275 0.764
C -0.900 3.268 1.036 1.657
H -1.739 5.316 0.969 0.422
H -2.884 3.993 0.717 0.166
H -2.879 3.387 3.028 -0.001
H -2.547 5.118 3.369 0.489
H -0.711 3.271 4.232 0.383
H -0.045 4.485 3.239 0.259
H -1.333 2.461 0.422 -0.942
H -0.063 3.833 0.548 -0.885
C -0.954 0.675 5.888 -1.119
C -1.260 0.530 4.384 1.471
C -1.715 -0.936 4.276 0.551
O -1.063 -1.652 5.327 -0.445
C -0.570 -0.773 6.303 -0.370
H -1.896 0.985 6.387 0.530
H -0.204 1.420 6.096 0.273
H -0.364 0.629 3.773 -0.940
H -2.074 1.168 4.037 0.191
H -1.405 -1.328 3.349 -0.596
H -2.806 -0.938 4.464 0.295
H 0.501 -0.892 6.395 -0.020
H -1.032 -1.017 7.284 0.434

***

[2]
200
Properties=species:S:1:pos:R:3:mulliken_charge:R:1 method="wB97M-V/def2-TZVPD" smiles="CC1(C)CCCC(C)(C)N1O.CC1(C)CCCC(C)(C)N1O.CC1(C)CCCC(C)(C)N1O.CC1(C)CCCC(C)(C)N1O.CC1(C)CCCC(C)(C)N1O.CC1(C)CCCC(C)(C)N1O.O=C1OCCO1.O=C1OCCO1" e_lumo_ev=0.107 homo_ev=-7.45
C -28.766 7.398 -16.722 -1.975
C -29.308 5.946 -16.703 1.391
C -30.149 5.793 -17.979 -1.676
C -28.103 5.005 -16.790 -0.614
C -27.370 4.850 -15.443 -1.596
C -28.343 4.424 -14.340 0.660
C -29.622 5.300 -14.220 1.237
C -30.641 4.367 -13.526 -0.972
C -29.238 6.471 -13.279 -1.515
N -30.103 5.686 -15.508 0.909
O -31.318 6.410 -15.488 -0.551
H -27.888 7.482 -16.081 0.325
H -28.376 7.536 -17.733 0.509
H -29.586 8.098 -16.566 0.377
H -30.383 4.730 -18.065 0.162
H -31.040 6.413 -17.860 0.474
H -29.739 6.164 -18.916 0.410
H -28.584 4.027 -16.929 -0.251
H -27.498 5.212 -17.669 0.537
H -26.569 4.135 -15.636 0.574
H -26.868 5.765 -15.109 0.395
H -27.651 4.451 -13.499 -0.481
H -28.621 3.388 -14.549 0.023
H -30.226 3.853 -12.659 -0.091
H -30.970 3.608 -14.240 -0.099
H -31.549 4.900 -13.233 0.499
H -28.811 6.171 -12.328 0.098
H -30.109 7.132 -13.192 0.492
H -28.536 7.123 -13.810 0.379
H -31.111 7.182 -14.937 0.392
C -33.263 0.877 -19.814 -1.928
C -32.063 0.070 -19.294 1.419
C -32.052 -1.271 -20.038 -1.693
C -30.724 0.752 -19.526 -1.197
C -30.477 2.002 -18.691 -1.069
C -30.717 1.615 -17.209 0.140
C -31.998 0.851 -16.870 1.870
C -31.732 0.256 -15.492 -1.474
C -33.130 1.903 -16.723 -1.941
N -32.228 -0.172 -17.849 1.422
O -33.189 -1.122 -17.511 -0.640
H -33.267 0.793 -20.902 0.471
H -34.212 0.463 -19.462 0.332
H -33.282 1.888 -19.405 0.316
H -31.967 -1.272 -21.125 0.523
H -31.215 -1.864 -19.671 -0.075
H -32.995 -1.758 -19.791 0.516
H -29.910 0.078 -19.236 0.160
H -30.669 0.907 -20.608 0.587
H -29.449 2.365 -18.644 0.534
H -31.142 2.812 -18.999 0.245
H -30.669 2.562 -16.661 -1.011
H -29.846 1.044 -16.869 0.473
H -31.333 0.984 -14.787 0.028
H -31.035 -0.588 -15.549 -0.101
H -32.616 -0.210 -15.045 0.615
H -34.106 1.463 -16.938 0.371
H -32.969 2.802 -17.320 0.322
H -33.225 2.262 -15.694 0.440
H -32.725 -1.953 -17.302 0.459
C -30.551 -1.490 -8.669 -1.630
C -30.985 -0.232 -7.888 1.553
C -32.337 -0.425 -7.176 -1.852
C -29.878 0.078 -6.886 -1.062
C -29.861 1.503 -6.384 -1.064
C -29.833 2.491 -7.565 -0.963
C -30.946 2.260 -8.607 1.462
C -32.260 2.870 -8.070 -1.676
C -30.519 3.017 -9.886 -1.666
N -30.987 0.836 -8.926 1.137
O -32.057 0.605 -9.860 -0.662
H -31.125 -1.685 -9.582 0.537
H -29.533 -1.439 -9.052 0.299
H -30.716 -2.405 -8.101 0.079
H -32.164 -1.217 -6.442 0.450
H -32.577 0.438 -6.557 0.389
H -33.124 -0.655 -7.885 0.345
H -30.052 -0.540 -5.998 0.441
H -28.901 -0.212 -7.280 0.204
H -30.702 1.721 -5.720 0.462
H -28.983 1.695 -5.762 0.457
H -28.826 2.484 -7.987 0.138
H -30.012 3.471 -7.117 0.470
H -32.327 3.955 -8.001 0.445
H -32.642 2.340 -7.204 0.248
H -32.969 2.689 -8.891 0.428
H -29.526 2.676 -10.183 -0.438
H -30.434 4.102 -9.834 0.627
H -31.236 2.706 -10.648 0.600
H -31.754 -0.195 -10.300 0.383
C -28.471 -5.698 -6.478 -1.919
C -28.344 -5.187 -7.915 1.779
C -29.757 -4.943 -8.497 -1.922
C -27.755 -3.772 -7.666 -1.664
C -27.051 -3.045 -8.822 0.970
C -26.240 -4.013 -9.708 -1.562
C -26.847 -5.422 -9.932 2.407
C -27.944 -5.383 -11.018 -1.835
C -25.674 -6.297 -10.371 -2.012
N -27.358 -5.953 -8.656 0.185
O -27.844 -7.297 -8.804 -0.462
H -28.978 -6.662 -6.394 0.354
H -27.468 -5.805 -6.063 0.501
H -29.002 -4.947 -5.895 0.362
H -30.487 -4.504 -7.819 0.440
H -29.790 -4.378 -9.427 0.252
H -30.172 -5.938 -8.706 0.509
H -28.570 -3.088 -7.400 0.344
H -27.096 -3.668 -6.800 0.456
H -27.736 -2.480 -9.461 -1.106
H -26.370 -2.300 -8.407 0.707
H -25.317 -4.229 -9.162 0.426
H -26.063 -3.548 -10.677 0.302
H -27.559 -5.844 -11.934 0.421
H -28.236 -4.374 -11.311 0.089
H -28.802 -6.010 -10.778 0.377
H -25.994 -7.198 -10.896 0.462
H -25.156 -6.653 -9.474 0.460
H -24.943 -5.761 -10.975 0.325
H -27.111 -7.772 -8.397 0.360
C -30.999 -4.559 -14.902 -1.741
C -30.037 -4.723 -16.066 2.269
C -28.911 -3.682 -15.862 -1.589
C -29.492 -6.155 -16.057 -1.011
C -28.817 -6.566 -17.324 -0.728
C -29.767 -6.383 -18.524 -1.354
C -30.304 -4.933 -18.654 1.866
C -29.211 -4.047 -19.296 -1.546
C -31.478 -4.956 -19.628 -1.676
N -30.684 -4.404 -17.360 -0.449
O -31.275 -3.143 -17.403 0.193
H -31.867 -5.219 -14.863 0.447
H -30.461 -4.486 -13.956 0.195
H -31.510 -3.587 -14.938 0.152
H -28.494 -3.906 -14.877 0.410
H -28.081 -3.762 -16.565 0.258
H -29.237 -2.643 -15.851 0.052
H -28.738 -6.158 -15.261 0.154
H -30.235 -6.896 -15.757 0.400
H -27.961 -5.919 -17.535 0.278
H -28.517 -7.614 -17.297 0.420
H -30.664 -6.995 -18.397 0.398
H -29.227 -6.654 -19.429 0.474
H -29.435 -2.988 -19.171 0.031
H -29.045 -4.278 -20.349 0.471
H -28.248 -4.194 -18.797 0.401
H -31.705 -4.001 -20.105 0.154
H -32.412 -5.254 -19.141 0.400
H -31.337 -5.661 -20.451 0.418
H -30.561 -2.482 -17.364 0.128
C -24.374 -1.340 -12.900 -1.286
C -23.679 -0.817 -11.621 1.968
C -24.652 -0.357 -10.571 -1.404
C -22.885 -2.045 -11.089 -0.946
C -21.587 -2.407 -11.799 -0.784
C -20.768 -1.140 -11.856 -1.494
C -21.389 0.106 -12.513 1.660
C -20.429 1.273 -12.267 -2.021
C -21.490 -0.121 -14.030 -1.742
N -22.719 0.271 -11.902 0.262
O -23.339 1.439 -12.395 -0.376
H -24.948 -0.577 -13.440 0.237
H -23.637 -1.682 -13.621 0.235
H -25.114 -2.115 -12.695 0.106
H -25.274 -1.224 -10.326 0.057
H -24.208 -0.075 -9.615 0.485
H -25.269 0.449 -10.968 0.146
H -22.721 -1.858 -10.025 0.506
H -23.487 -2.943 -11.257 -0.076
H -21.052 -3.245 -11.356 0.521
H -21.769 -2.714 -12.836 0.298
H -19.756 -1.269 -12.258 0.503
H -20.567 -0.826 -10.821 0.403
H -20.323 1.373 -11.185 0.440
H -20.783 2.235 -12.646 0.391
H -19.493 1.107 -12.795 0.425
H -20.516 0.015 -14.507 0.445
H -22.128 0.670 -14.440 0.350
H -21.913 -1.047 -14.418 0.318
H -23.116 2.130 -11.762 0.308
O -26.949 3.008 -11.444 -0.305
C -26.591 3.947 -10.815 0.467
O -26.040 5.064 -11.283 -0.319
C -25.901 6.042 -10.271 -0.419
C -26.269 5.274 -8.975 -0.370
O -26.772 4.042 -9.464 -0.228
H -24.877 6.407 -10.250 0.292
H -26.619 6.838 -10.461 0.268
H -27.073 5.859 -8.530 0.274
H -25.441 5.205 -8.276 0.310
O -27.643 -2.160 -13.220 -0.345
C -27.994 -1.109 -12.795 -0.194
O -28.825 -0.236 -13.447 -0.127
C -29.162 0.843 -12.580 0.905
C -28.804 0.282 -11.207 0.404
O -27.893 -0.729 -11.504 0.232
H -28.571 1.723 -12.847 -0.765
H -30.216 1.111 -12.640 0.367
H -29.729 -0.098 -10.777 -0.558
H -28.395 1.034 -10.538 0.019

***

no.,HOMO-LUMO gap (Ha)
1,0.3635
2,0.2776